[1]
{
  "formula": "C19H33O8PS3",
  "method": "the ωB97M-V functional and the def2-TZVPD basis",
  "species": ["C", "O", "C", "C", "C", "C", "C", "C", "C", "C", "P", "S", "C", "O", "O", "C", "O", "H", "H", "H", "H", "H", "H", "H", "H", "H", "H", "H", "H", "H", "H", "H", "H", "H", "C", "C", "C", "S", "O", "O", "C", "H", "H", "H", "H", "H", "H", "H", "H", "C", "C", "C", "S", "O", "O", "C", "H", "H", "H", "H", "H", "H", "H", "H"],
  "coordinates": [[-0.550, -5.154, 3.568], [-1.546, -5.302, 2.531], [-1.476, -4.240, 1.546], [-1.225, -4.783, 0.033], [0.334, -4.916, -0.351], [1.132, -3.505, -0.369], [2.511, -3.509, 0.457], [2.365, -3.157, 2.026], [2.762, -1.621, 2.209], [1.877, -0.509, 2.132], [0.016, -0.372, 1.854], [-0.946, -1.145, 3.376], [2.826, 0.751, 2.378], [2.310, 1.889, 2.273], [4.140, 0.334, 2.734], [4.264, -1.098, 2.521], [5.315, -1.783, 2.605], [0.470, -5.565, 3.223], [-0.840, -5.780, 4.500], [-0.401, -4.081, 3.941], [-2.476, -3.658, 1.612], [-0.653, -3.474, 1.753], [-1.675, -5.838, -0.022], [-1.769, -4.030, -0.651], [0.357, -5.301, -1.445], [0.927, -5.628, 0.320], [1.337, -3.213, -1.472], [0.422, -2.712, 0.052], [3.176, -2.677, 0.000], [3.099, -4.490, 0.298], [3.181, -3.774, 2.573], [1.370, -3.451, 2.500], [-0.429, -0.839, 0.582], [-0.283, 1.047, 1.883], [0.766, 1.265, -3.527], [-0.516, 2.100, -3.567], [-1.609, 1.297, -2.861], [-0.776, 0.259, -1.669], [-0.952, -1.123, -2.055], [-1.077, 0.731, -0.330], [0.883, 0.759, -2.095], [1.641, 1.850, -3.817], [0.679, 0.420, -4.218], [-0.353, 3.043, -3.038], [-0.806, 2.345, -4.591], [-2.315, 1.948, -2.344], [-2.143, 0.649, -3.559], [1.565, -0.086, -1.992], [1.174, 1.564, -1.416], [-0.860, 6.362, -0.054], [-1.597, 5.153, 0.524], [-2.863, 4.946, -0.310], [-2.498, 5.587, -1.940], [-3.338, 6.737, -2.182], [-2.408, 4.487, -2.876], [-0.851, 6.159, -1.563], [0.153, 6.448, 0.345], [-1.401, 7.280, 0.197], [-0.958, 4.267, 0.449], [-1.839, 5.294, 1.579], [-3.126, 3.890, -0.387], [-3.705, 5.511, 0.094], [-0.638, 7.072, -2.119], [-0.150, 5.371, -1.850]],
  "lowdin_charge": [-0.14, -0.22, -0.24, -0.15, -0.19, -0.21, -0.18, -0.12, -0.07, -0.20, 0.43, 0.16, -0.34, 0.07, 0.08, -0.24, 0.11, 0.09, 0.10, 0.06, 0.13, 0.04, 0.12, 0.12, 0.11, 0.11, 0.11, 0.06, 0.11, 0.12, 0.13, 0.08, -0.03, 0.01, -0.21, -0.22, -0.21, 0.67, -0.31, -0.44, -0.23, 0.12, 0.12, 0.09, 0.13, 0.09, 0.11, 0.11, 0.11, -0.22, -0.21, -0.22, 0.68, -0.31, -0.33, -0.23, 0.12, 0.12, 0.11, 0.12, 0.10, 0.11, 0.11, 0.10],
  "total_energy_ha": -2881.44335,
  "smiles": "COCCCCCCC1=C([PH2]=S)C(=O)OC1=O.O=S1(=O)CCCC1.O=S1(=O)CCCC1"
}

[2]
{
  "formula": "C19H34Br2F5NNbO2Pb",
  "method": "the ωB97M-V functional and the def2-TZVPD basis",
  "species": ["C", "C", "C", "C", "C", "C", "C", "C", "C", "C", "C", "C", "C", "Nb", "O", "N", "C", "O", "C", "Br", "C", "C", "Br", "C", "F", "F", "C", "F", "F", "F", "H", "H", "H", "H", "H", "H", "H", "H", "H", "H", "H", "H", "H", "H", "H", "H", "H", "H", "H", "H", "H", "H", "H", "H", "H", "H", "H", "H", "H", "H", "H", "H", "H", "H", "Pb"],
  "coordinates": [[7.606, 1.188, 0.735], [6.446, 1.705, -0.098], [5.941, 0.724, -1.154], [5.816, -0.730, -0.699], [4.354, -0.939, -0.125], [3.478, -1.448, -1.257], [2.000, -1.625, -0.880], [1.762, -1.969, 0.596], [0.385, -2.610, 0.729], [-0.262, -2.359, 2.073], [-0.814, -0.947, 2.183], [-2.138, -0.782, 1.406], [-1.967, 0.193, 0.237], [-3.610, 1.642, -0.284], [-4.965, 2.896, -1.002], [-2.450, 3.327, 0.344], [-1.926, 3.197, 1.427], [-1.420, 3.052, 2.514], [-4.927, 0.069, -1.289], [-4.293, -1.739, -1.048], [-5.192, 0.415, -2.801], [-5.010, -0.695, -3.810], [-7.051, 1.014, -2.948], [-4.719, 1.453, 1.747], [-3.963, 1.365, 2.851], [-5.530, 0.376, 1.724], [-5.681, 2.656, 1.996], [-5.099, 3.810, 1.804], [-6.782, 2.542, 1.297], [-6.044, 2.619, 3.283], [7.230, 0.473, 1.475], [8.345, 0.665, 0.142], [8.084, 1.969, 1.299], [6.768, 2.595, -0.619], [5.635, 1.969, 0.563], [6.508, 0.763, -2.072], [4.942, 1.037, -1.422], [5.898, -1.383, -1.555], [6.582, -1.016, 0.060], [4.326, -1.670, 0.723], [3.995, 0.010, 0.246], [3.571, -0.704, -2.037], [3.894, -2.365, -1.650], [1.620, -2.462, -1.448], [1.455, -0.733, -1.151], [1.835, -1.077, 1.205], [2.542, -2.673, 0.865], [0.489, -3.671, 0.551], [-0.229, -2.204, -0.068], [0.506, -2.436, 2.842], [-1.004, -3.101, 2.332], [-0.038, -0.292, 1.796], [-0.930, -0.691, 3.226], [-2.932, -0.617, 2.122], [-2.318, -1.764, 0.991], [-1.743, -0.369, -0.659], [-1.091, 0.817, 0.379], [-2.741, 1.744, -1.909], [-5.859, 2.544, -1.134], [-5.906, 0.120, -0.833], [-4.528, 1.205, -3.093], [-5.642, -1.548, -3.637], [-3.977, -0.976, -3.928], [-5.312, -0.294, -4.769], [6.080, -2.264, 1.614]],
  "lowdin_charge": [-0.10, -0.23, -0.18, -0.28, -0.30, -0.18, -0.17, -0.21, -0.20, -0.21, -0.20, -0.28, -0.34, 1.74, -0.36, -0.03, -0.49, 0.09, -0.84, 0.79, -0.84, -0.23, 0.76, -0.46, 0.07, 0.06, -0.67, 0.18, 0.18, 0.16, 0.01, 0.09, 0.08, 0.12, 0.11, 0.12, 0.11, 0.12, -0.08, -0.09, 0.13, 0.12, 0.12, 0.12, 0.12, 0.11, 0.10, 0.12, 0.10, 0.11, 0.12, 0.09, 0.11, 0.09, 0.05, 0.01, 0.04, 0.00, -0.03, -0.01, 0.03, 0.06, 0.07, 0.07, 1.35],
  "total_energy_ha": -6846.18792,
  "total_charge": 1
}

[3]
{
  "formula": "C19H34N2O",
  "method": "the ωB97M-V functional and the def2-TZVPD basis",
  "species": ["C", "C", "C", "H", "H", "C", "N", "C", "C", "H", "C", "N", "C", "O", "C", "C", "C", "C", "C", "C", "H", "H", "H", "H", "H", "H", "H", "H", "H", "H", "H", "H", "H", "C", "H", "H", "C", "H", "C", "C", "H", "C", "H", "H", "H", "H", "H", "H", "H", "H", "H", "H", "H", "H", "H", "H"],
  "coordinates": [[-6.467, -2.781, 0.582], [-5.957, -1.499, -0.065], [-4.472, -1.278, 0.207], [-3.894, -2.116, -0.188], [-4.306, -1.241, 1.285], [-3.962, 0.012, -0.441], [-2.529, 0.143, -0.266], [-1.814, 0.801, -1.344], [-0.337, 0.396, -1.245], [0.239, 0.900, -2.022], [0.291, 0.670, 0.124], [1.552, -0.036, 0.243], [2.746, 0.594, 0.325], [2.851, 1.803, 0.344], [3.940, -0.353, 0.355], [4.331, -0.678, -1.093], [5.556, -1.587, -1.128], [6.727, -0.929, -0.404], [6.346, -0.608, 1.038], [5.118, 0.294, 1.081], [5.336, 1.250, 0.602], [4.838, 0.500, 2.116], [7.181, -0.118, 1.543], [6.134, -1.539, 1.571], [6.997, -0.006, -0.921], [7.596, -1.591, -0.423], [5.828, -1.798, -2.164], [5.319, -2.538, -0.644], [4.554, 0.256, -1.612], [3.494, -1.157, -1.608], [3.658, -1.280, 0.867], [1.520, -1.042, 0.204], [0.563, 1.722, 0.222], [-0.655, 0.246, 1.247], [-0.295, 0.634, 2.201], [-0.655, -0.846, 1.299], [-2.105, 0.688, 1.013], [-2.712, 0.211, 1.792], [-2.330, 2.207, 1.128], [-1.767, 3.006, -0.047], [-0.695, 3.151, 0.071], [-2.062, 2.319, -1.379], [-1.462, 2.769, -2.172], [-3.115, 2.472, -1.632], [-2.219, 4.002, -0.050], [-1.896, 2.564, 2.064], [-3.409, 2.379, 1.184], [-0.287, -0.681, -1.429], [-2.190, 0.386, -2.288], [-4.169, -0.038, -1.514], [-4.525, 0.867, -0.037], [-6.124, -1.546, -1.143], [-6.525, -0.648, 0.320], [-5.925, -3.642, 0.197], [-6.329, -2.745, 1.661], [-7.525, -2.920, 0.376]],
  "lowdin_charge": [-0.12, -0.28, -0.20, 0.12, 0.11, -0.20, -0.11, -0.31, -0.07, 0.12, -0.30, 0.10, -0.47, 0.07, -0.25, -0.16, -0.20, -0.21, -0.20, -0.16, 0.12, 0.12, 0.11, 0.11, 0.11, 0.11, 0.11, 0.11, 0.13, 0.11, 0.15, 0.14, 0.13, -0.08, 0.12, 0.12, -0.30, 0.14, -0.13, -0.18, 0.10, -0.13, 0.11, 0.11, 0.11, 0.12, 0.11, 0.12, 0.14, 0.12, 0.12, 0.11, 0.11, 0.07, 0.07, 0.07],
  "total_energy_ha": -929.17469,
  "smiles": "CCCCN1[C@@H]2CCC[C@H]1C[C@H](NC(=O)C1CCCCC1)C2",
  "e_above_lowest_kcal_mol": 1.2
}